Entry 1:
Entry from the OMol25 dataset: a structure of composition C4H3O2S (wB97M-V/def2-TZVPD).

Positions of all 10 atoms, in Å:
C (0.8023, -0.0227, -0.0302)
C (-0.3334, -0.8351, 0.1233)
C (0.1365, 1.1590, -0.0102)
C (-1.1810, 0.4407, 0.0708)
O (-0.6288, -2.0174, 0.1919)
O (0.3963, 2.3660, -0.0555)
S (2.5157, -0.6093, 0.0984)
H (-1.9147, 0.3472, -0.7627)
H (-1.8467, 0.8614, 0.8052)
H (2.0538, -1.6899, -0.4310)

Summary:
Energy relative to the best compared isomer or geometry (same formula, charge and spin) ... 0.1814 eV
Net charge ... -1
M ... 115.13 g/mol

Entry 2:
Entry from the OMol25 dataset: a cluster of 2 separate species, C4H3OP in total (wB97M-V/def2-TZVPD).

Positions of all 9 atoms, in Å:
C (0.9811, 2.3004, -0.0106)
C (1.4477, 1.1978, 0.1269)
C (-2.0942, -1.3877, 0.6888)
C (-1.8012, -1.3096, -0.4657)
O (2.7022, -0.8945, -0.8223)
P (2.0736, -0.4755, 0.4235)
H (0.6052, 3.2735, -0.1576)
H (-2.3559, -1.4658, 1.7024)
H (-1.5585, -1.2385, -1.4854)

Summary:
Energy relative to the best compared isomer or geometry (same formula, charge and spin) ... 0.7218 eV
Net charge ... 0
2S+1 ... 3
Expectation value of S² ... 2.013
M ... 98.04 g/mol

Entry 3:
Entry from the OMol25 dataset: a cluster of 2 separate species, C4H4 in total (wB97M-V/def2-TZVPD).

Positions of all 8 atoms, in Å:
C (2.8170, 0.1056, 0.0970)
C (1.6945, -0.2386, 0.3182)
C (-1.2599, 0.3342, -0.2101)
C (-0.5329, -0.2448, 0.6866)
H (3.8396, 0.2590, -0.1088)
H (-2.3399, 0.3494, -0.1058)
H (-0.8599, 0.8238, -1.0810)
H (-0.6387, -0.7917, 1.5920)

Summary:
Energy relative to the best compared isomer or geometry (same formula, charge and spin) ... 3.6233 eV
Net charge ... 0
M ... 52.08 g/mol

Entry 4:
Entry from the OMol25 dataset: a cluster of 2 separate species, C4H4 in total (wB97M-V/def2-TZVPD).

Positions of all 8 atoms, in Å:
C (0.6514, 0.1191, 0.0519)
C (-0.6165, 0.2573, -0.0087)
C (1.8947, 0.1215, -0.0413)
C (-1.9138, 0.1926, 0.0608)
H (2.4999, -0.8620, -0.0317)
H (2.4963, 1.0580, 0.3476)
H (-2.2889, -1.6537, -0.4959)
H (-2.7231, 0.7672, 0.1173)

Summary:
Energy relative to the best compared isomer or geometry (same formula, charge and spin) ... 4.5200 eV
Net charge ... 0
M ... 52.08 g/mol

Entry 5:
Entry from the OMol25 dataset: the molecule C4H4 (wB97M-V/def2-TZVPD).

Positions of all 8 atoms, in Å:
C (-1.6974, 0.4399, 0.3922)
C (-0.6284, 0.2822, -0.1183)
C (0.6552, 0.7020, -0.1348)
C (1.0613, -0.8956, -0.4024)
H (-2.4294, 1.2756, 0.5790)
H (1.1627, 1.1277, 0.7247)
H (1.7954, -1.4372, 0.1787)
H (0.4345, -1.3417, -1.2518)

Summary:
Energy relative to the best compared isomer or geometry (same formula, charge and spin) ... 4.5393 eV
SMILES ... C#CC=C
Net charge ... 0
M ... 52.08 g/mol

Entry 6:
Entry from the OMol25 dataset: a cluster of 2 separate species, C4H4 in total (wB97M-V/def2-TZVPD).

Positions of all 8 atoms, in Å:
C (-0.8925, -0.0768, -0.4538)
C (-1.9331, 0.1222, -1.2086)
C (-0.0636, -0.0551, 0.9449)
C (0.6317, -0.2896, -0.4075)
H (0.0147, 1.0183, 1.1269)
H (-0.0698, -0.7450, 1.7410)
H (1.0741, -1.2019, -0.7397)
H (1.2385, 1.2279, -1.0032)

Summary:
Energy relative to the best compared isomer or geometry (same formula, charge and spin) ... 5.5428 eV
Net charge ... 0
M ... 52.08 g/mol

Entry 7:
Entry from the OMol25 dataset: a cluster of 15 separate species, C4H41N2O14 in total (wB97M-V/def2-TZVPD).

Positions of all 61 atoms, in Å:
C (-0.6423, -1.7935, 0.8021)
C (-0.0712, -1.1539, -0.4676)
C (-1.0671, -0.0565, -0.9077)
C (-1.9721, -0.5397, -2.0112)
N (-1.0654, -1.0028, -3.1507)
N (0.1068, -1.1850, 2.0166)
H (-1.6807, -1.5360, 0.7899)
H (-0.2785, -2.8230, 0.8713)
H (-0.0386, -1.8732, -1.2661)
H (0.9723, -0.7866, -0.4320)
H (-1.6476, 0.1707, -0.0232)
H (-0.6257, 0.9092, -1.2565)
H (-2.5044, 0.2576, -2.5184)
H (-2.5953, -1.3681, -1.6800)
H (-1.2754, -0.7628, -4.0997)
H (-0.9251, -1.9677, -2.9330)
H (0.4023, -1.8387, 2.7323)
H (-0.5589, -0.5669, 2.5082)
H (0.9239, -0.6552, 1.6740)
H (3.4441, -0.8296, 2.0531)
H (2.8391, 0.5580, 1.4126)
O (2.6562, -0.3621, 1.7153)
H (-2.5473, 2.5146, 3.0111)
H (-2.8478, 2.8204, 1.6197)
O (-2.8537, 2.0289, 2.2283)
H (4.7481, -0.9968, -0.6734)
H (3.5215, -1.0528, 0.1267)
O (4.0856, -1.6497, -0.4170)
H (2.9656, -2.5304, -1.2936)
H (1.7437, -3.3989, -1.7770)
O (2.2033, -2.5750, -1.9456)
H (2.4102, -4.5620, 1.2922)
H (1.5376, -4.9096, 0.0557)
O (1.5562, -4.4174, 0.8772)
H (1.3035, -0.5162, -2.2383)
H (2.7356, -0.5935, -1.9458)
O (2.0579, 0.0926, -1.9206)
H (-2.2440, -4.3648, -1.7783)
H (-2.0102, -3.2371, -0.8586)
O (-1.5592, -3.7309, -1.5507)
H (-1.0155, 4.2761, -1.2430)
H (0.2458, 3.4121, -1.6703)
O (-0.5509, 3.4794, -0.9474)
H (0.4994, 1.9550, -3.4757)
H (1.4697, 1.7618, -2.5271)
O (1.0036, 2.5806, -2.8675)
H (1.8542, 2.3339, 0.6207)
H (3.1636, 3.1599, 1.0236)
O (2.8201, 2.2893, 0.8242)
H (1.5707, 0.0795, 4.1727)
H (0.3455, 0.6021, 4.9025)
O (0.6539, -0.1373, 4.3617)
H (-3.0265, 4.2986, 0.0923)
H (-2.2003, 3.2480, -0.5974)
O (-3.1044, 3.3771, -0.1746)
H (-0.1242, 4.0935, 1.9163)
H (-0.6022, 3.3063, 0.6870)
O (-0.0600, 3.2189, 1.5237)
H (-5.1533, 1.5755, 1.5671)
H (-4.0084, 0.7553, 1.6518)
O (-4.9839, 0.6182, 1.5184)

Summary:
Energy relative to the best compared isomer or geometry (same formula, charge and spin) ... 4.2579 eV
Net charge ... +1
M ... 341.37 g/mol

Entry 8:
Entry from the OMol25 dataset: a cluster of 17 separate species, C4H41NO16 in total (wB97M-V/def2-TZVPD).

Positions of all 62 atoms, in Å:
C (2.5674, 1.1213, 2.1702)
N (2.3198, 0.6835, 0.7611)
C (3.2226, -0.4376, 0.4169)
C (3.4832, -1.0749, 1.7648)
C (3.4111, 0.0350, 2.7884)
H (1.6084, 1.2701, 2.7306)
H (2.8993, 2.1764, 2.0999)
H (1.3204, 0.5274, 0.6784)
H (4.0830, 0.0864, -0.0286)
H (2.6844, -0.8990, -0.4423)
H (2.5667, -1.7013, 1.9331)
H (4.1703, -1.8874, 1.9578)
H (4.4371, 0.3188, 3.0613)
H (3.1085, -0.3981, 3.7341)
H (1.2522, -2.4574, -1.7483)
H (0.4098, -3.6266, -1.5655)
O (1.3013, -3.4174, -1.9112)
H (-4.7892, -0.7563, -2.3848)
H (-3.5199, 0.1459, -2.3622)
O (-3.9672, -0.5837, -1.9196)
H (-3.6888, -1.0272, 0.0369)
H (-2.8042, -2.1252, 0.6878)
O (-3.1985, -1.2534, 0.8491)
H (3.0871, 2.5190, -1.1258)
H (1.9924, 1.5935, -0.8565)
O (2.1226, 2.4947, -1.2609)
H (0.9628, 3.9075, 2.6934)
H (0.0038, 3.2536, 1.9378)
O (0.3998, 3.1276, 2.8260)
H (-2.2411, -4.2257, -1.4685)
H (-1.7103, -2.7127, -1.3572)
O (-1.8645, -3.5615, -0.8884)
H (-4.5169, -0.1123, 1.7354)
H (-3.5037, 0.6660, 1.9309)
O (-4.3678, 0.8161, 1.4779)
H (0.9293, 0.5992, -2.9319)
H (2.1900, 0.3603, -2.0814)
O (1.2733, 0.0995, -2.1853)
H (-1.3169, 1.6349, 3.7840)
H (-2.7424, 2.3072, 3.5611)
O (-2.2280, 1.4982, 3.5093)
H (-0.3959, -1.4128, -2.8046)
H (-1.3536, -0.8256, -1.5487)
O (-1.2379, -1.4154, -2.3082)
H (-0.0026, 5.3884, -0.5392)
H (0.2540, 3.8280, -0.4654)
O (-0.2111, 4.5778, -0.0700)
H (-1.5208, 1.1161, -3.8740)
H (-1.5799, 2.7366, -3.8538)
O (-1.7796, 1.9202, -3.3995)
H (-0.4663, -2.1927, 0.5586)
H (-1.3270, -0.9463, 0.8433)
O (-0.4101, -1.2092, 0.6124)
H (-0.1144, -2.0920, -4.7621)
H (1.2161, -2.0251, -4.0996)
O (0.4569, -1.4570, -4.3080)
H (-1.6487, 2.4714, -0.2972)
H (-2.1542, 1.7088, 1.1120)
O (-1.6041, 2.3344, 0.6463)
H (1.3369, -4.3793, 2.1663)
H (0.5956, -3.1198, 2.1053)
O (0.5997, -3.9910, 1.6781)

Summary:
Energy relative to the best compared isomer or geometry (same formula, charge and spin) ... 3.1559 eV
Net charge ... 0
M ... 359.36 g/mol

Entry 9:
Entry from the OMol25 dataset: the molecule C4H4Br2O (wB97M-V/def2-TZVPD).

Positions of all 11 atoms, in Å:
C (0.7320, 0.8957, -0.4993)
C (-0.7104, 0.9876, -0.2917)
C (1.5165, -0.0639, 0.0060)
C (-1.6805, -1.1783, 0.2766)
O (-1.5017, 0.0918, 0.1779)
Br (3.3720, 0.2442, 0.0338)
Br (-0.3254, -2.5705, -0.0129)
H (1.0878, 1.8072, -0.8792)
H (-0.8788, 2.0147, -0.0913)
H (1.0041, -0.7693, 0.5889)
H (-2.6157, -1.4592, 0.6912)

Summary:
Energy relative to the best compared isomer or geometry (same formula, charge and spin) ... 3.4886 eV
Net charge ... 0
M ... 227.88 g/mol

Entry 10:
Entry from the OMol25 dataset: a structure of composition C4H4Br2S (wB97M-V/def2-TZVPD).

Positions of all 11 atoms, in Å:
C (-0.8616, -0.7605, 0.2942)
C (-1.3704, 0.5764, 0.3505)
C (0.9929, 0.6629, -0.7005)
C (0.6387, -0.7241, -0.0546)
S (-0.3128, 1.8297, -0.1638)
Br (-3.0881, 1.2673, 0.8356)
Br (1.7230, -1.0155, 1.6175)
H (-1.1850, -1.6597, 0.7873)
H (1.9944, 0.9999, -0.5486)
H (0.7121, 0.5307, -1.7674)
H (0.7568, -1.7070, -0.6503)

Summary:
Energy relative to the best compared isomer or geometry (same formula, charge and spin) ... 0.0000 eV
Net charge ... 0
M ... 243.95 g/mol

Entry 11:
Entry from the OMol25 dataset: a structure of composition C4H4BrN (wB97M-V/def2-TZVPD).

Positions of all 10 atoms, in Å:
C (0.8104, 1.7758, 0.1215)
C (0.8420, 0.4437, 0.0722)
C (2.4692, 0.7672, 0.0301)
C (-0.2340, -0.5709, 0.0509)
N (2.2898, 2.0150, 0.0087)
Br (4.0096, -0.4127, -0.0486)
H (0.0345, 2.4879, 0.2574)
H (-0.9573, -0.4136, 0.7947)
H (0.2791, -1.3819, 0.3589)
H (-0.7156, -0.8239, -0.9234)

Summary:
Energy relative to the best compared isomer or geometry (same formula, charge and spin) ... 3.0561 eV
Net charge ... 0
M ... 145.99 g/mol

Entry 12:
Entry from the OMol25 dataset: the molecule C4H4BrOP (wB97M-V/def2-TZVPD).

Positions of all 11 atoms, in Å:
O (0.7934, 0.7974, 0.8404)
C (0.3986, -0.1362, 1.5808)
C (-0.3383, -1.1705, 0.9898)
C (-0.6786, -0.9589, -0.3712)
C (-0.2878, 0.0929, -1.0132)
P (0.2288, 1.1739, -2.3055)
Br (-0.6891, 3.0599, -1.6533)
H (0.8553, -0.3818, 2.6267)
H (-0.5868, -1.9642, 1.6551)
H (-1.0691, -1.9394, -0.8209)
H (1.3738, 1.4270, -1.5286)

Summary:
Energy relative to the best compared isomer or geometry (same formula, charge and spin) ... 2.4895 eV
SMILES ... O=C/C=C\C#[PH]Br
Net charge ... 0
M ... 178.95 g/mol